Formula: C23H24BeN4OSSe
Source: the OMol25 dataset
Level of theory: ωB97M-V/def2-TZVPD

XYZ file:
```
55
Properties=species:S:1:pos:R:3:lowdin_charge:R:1
Be 0.16 0.23 0.23 -0.093
S -0.38 1.63 4.07 1.135
C -0.03 -0.07 4.29 -0.445
C -0.01 -0.82 5.46 -0.091
C 0.39 -2.14 5.38 -0.088
C 0.79 -2.69 4.16 -0.075
C 0.76 -1.95 3.00 -0.015
C 0.32 -0.64 3.06 -0.271
N 0.26 0.23 2.01 0.063
C -0.05 1.44 2.37 -0.485
C -0.05 2.49 1.39 -0.265
C -0.14 3.83 1.74 -0.051
C -0.08 4.78 0.75 -0.088
C 0.02 4.37 -0.57 -0.085
C 0.10 3.02 -0.90 -0.097
C 0.10 2.02 0.07 -0.086
H -0.29 -0.38 6.40 0.107
H 0.40 -2.75 6.27 0.103
H 1.13 -3.72 4.14 0.105
H 1.10 -2.35 2.06 0.075
H -0.23 4.12 2.78 0.094
H -0.12 5.84 0.99 0.101
H 0.04 5.11 -1.36 0.100
H 0.18 2.74 -1.94 0.097
Se 1.64 -1.18 -0.64 0.812
C 3.42 -0.59 -0.25 -0.631
C 4.31 -1.43 0.41 -0.128
C 5.60 -0.99 0.61 -0.172
N 6.04 0.20 0.22 0.039
C 5.18 1.00 -0.39 -0.167
C 3.86 0.66 -0.64 -0.117
H 4.00 -2.41 0.74 0.089
H 6.33 -1.62 1.11 0.098
H 5.57 1.95 -0.71 0.099
H 3.20 1.36 -1.13 0.092
C -4.79 -0.64 0.14 -0.047
N -3.40 -0.24 0.12 -0.094
C -3.09 1.11 -0.33 -0.009
C -2.33 -1.07 0.19 -0.398
O -1.20 -0.58 -0.06 -0.042
N -2.44 -2.40 0.45 -0.099
C -3.40 -3.04 1.32 -0.044
C -1.26 -3.23 0.27 -0.041
H -5.39 0.19 -0.21 0.086
H -5.12 -0.88 1.15 0.089
H -4.97 -1.49 -0.53 0.099
H -4.01 1.64 -0.54 0.089
H -2.47 1.08 -1.23 0.104
H -2.52 1.65 0.43 0.090
H -4.43 -2.82 1.08 0.058
H -3.22 -2.77 2.37 0.105
H -3.27 -4.12 1.22 0.093
H -0.50 -2.70 -0.30 0.015
H -1.56 -4.12 -0.29 0.099
H -0.85 -3.54 1.23 0.089
```

* LUMO energy: -0.00397 hartree
* Kohn-Sham gap: 0.25710 Eh

Formula: C20H57BN6O9P3S
Source: the OMol25 dataset
Level of theory: ωB97M-V/def2-TZVPD

XYZ file:
```
97
Properties=species:S:1:pos:R:3:lowdin_charge:R:1
C -0.91 1.03 7.91 -0.068
C -0.62 -0.40 8.40 -0.273
O -1.75 -1.15 8.77 -0.145
C -2.63 -1.45 7.70 -0.188
C -1.99 -2.27 6.58 -0.206
O -2.87 -3.30 6.19 -0.140
C -2.19 -4.42 5.64 -0.174
C -1.25 -4.05 4.50 -0.241
O -1.17 -5.13 3.61 -0.167
C 0.08 -5.15 2.88 -0.216
B 0.36 -3.88 1.90 -0.708
C -0.50 -3.99 0.47 -0.305
S -1.54 -2.61 0.29 0.609
O -0.85 -1.35 0.42 -0.388
O -2.67 -2.79 1.17 -0.369
P 2.26 -3.66 1.47 0.812
O 3.00 -5.12 1.82 -0.339
O 2.85 -2.71 2.70 -0.333
H -1.86 1.12 7.39 0.062
H -0.84 1.74 8.74 0.065
H -0.13 1.32 7.21 0.073
H -0.02 -0.32 9.30 0.114
H 0.01 -0.91 7.67 0.109
H -3.42 -2.06 8.13 0.126
H -3.12 -0.56 7.31 0.109
H -1.07 -2.71 6.97 0.126
H -1.75 -1.62 5.73 0.131
H -2.95 -5.08 5.23 0.125
H -1.68 -4.96 6.44 0.124
H -1.67 -3.18 3.99 0.120
H -0.25 -3.77 4.84 0.127
H 0.03 -6.07 2.27 0.098
H 0.91 -5.32 3.57 0.095
H 0.06 -2.83 2.43 0.069
H -1.16 -4.85 0.56 0.080
H 0.14 -4.08 -0.41 0.061
H -2.03 -2.62 -0.98 0.055
H 3.11 -5.56 0.96 0.019
H 2.45 -1.84 2.57 0.031
O 4.36 -0.26 -0.09 -0.281
P 4.02 0.72 -1.14 0.611
N 2.49 0.30 -1.75 -0.314
C 2.32 -0.71 -2.78 -0.108
C 1.48 0.14 -0.69 -0.127
N 5.28 0.50 -2.27 -0.307
C 5.11 0.46 -3.70 -0.151
C 6.41 -0.32 -1.84 -0.136
N 3.90 2.41 -1.48 -0.292
C 4.72 3.21 -0.56 -0.134
C 2.62 3.07 -1.71 -0.139
H 1.26 -0.80 -3.02 0.079
H 2.70 -1.70 -2.50 0.093
H 2.80 -0.40 -3.71 0.046
H 1.50 1.01 -0.02 0.079
H 1.66 -0.75 -0.08 0.063
H 0.49 0.09 -1.11 0.038
H 4.81 -0.53 -4.05 0.073
H 6.04 0.73 -4.20 0.075
H 4.36 1.19 -4.02 0.076
H 6.22 -1.39 -1.94 0.085
H 6.66 -0.12 -0.80 0.067
H 7.28 -0.07 -2.45 0.074
H 4.29 3.26 0.45 0.083
H 4.84 4.23 -0.94 0.074
H 5.72 2.77 -0.48 0.075
H 1.93 3.01 -0.86 0.071
H 2.13 2.65 -2.58 0.067
H 2.81 4.12 -1.91 0.077
O -2.49 0.77 -4.88 -0.285
P -2.95 2.08 -4.37 0.609
N -2.13 3.25 -5.33 -0.328
C -0.79 3.68 -4.99 -0.120
C -2.30 3.00 -6.75 -0.143
N -2.46 2.05 -2.76 -0.296
C -1.85 3.17 -2.07 -0.131
C -2.00 0.78 -2.20 -0.114
N -4.34 3.04 -4.03 -0.291
C -5.53 2.20 -3.79 -0.126
C -4.70 4.20 -4.84 -0.134
H -0.47 4.43 -5.72 0.080
H -0.06 2.86 -4.98 0.091
H -0.77 4.18 -4.03 0.049
H -3.35 2.87 -7.00 0.068
H -1.76 2.11 -7.09 0.081
H -1.94 3.87 -7.32 0.080
H -0.77 3.22 -2.24 0.065
H -2.01 3.07 -0.99 0.085
H -2.30 4.12 -2.37 0.078
H -0.96 0.57 -2.46 0.067
H -2.61 -0.04 -2.57 0.073
H -2.10 0.79 -1.12 0.084
H -5.92 1.75 -4.71 0.082
H -6.32 2.80 -3.33 0.077
H -5.28 1.40 -3.09 0.080
H -4.91 3.97 -5.89 0.070
H -3.93 4.95 -4.79 0.074
H -5.61 4.63 -4.41 0.079
```

* LUMO energy: 0.07519 hartree
* total charge: -1
* Kohn-Sham gap: 0.20399 Eh

Formula: C8H8NO3
Source: the OMol25 dataset
Level of theory: ωB97M-V/def2-TZVPD

XYZ file:
```
20
Properties=species:S:1:pos:R:3:lowdin_charge:R:1
C 1.88 -1.82 -1.22 -0.035
C 1.43 -0.70 -1.91 -0.033
C 1.27 -2.26 -0.06 0.034
C 0.36 0.07 -1.44 -0.029
C 0.20 -1.50 0.43 -0.126
C -0.18 -0.39 -0.28 0.013
C -0.56 -1.76 1.65 -0.334
C -1.58 0.25 0.91 -0.415
N -0.99 1.58 1.51 0.295
O -0.50 -2.63 2.44 0.227
O -1.54 -0.72 1.84 0.093
O -2.75 0.56 0.36 0.130
H 2.71 -2.38 -1.62 0.120
H 1.92 -0.39 -2.82 0.121
H 1.60 -3.13 0.48 0.135
H 0.01 0.93 -1.97 0.120
H -1.55 2.35 1.14 0.175
H 0.00 1.72 1.25 0.171
H -1.06 1.57 2.54 0.181
H -3.49 0.07 0.75 0.158
```

* LUMO energy: -0.13524 hartree
* total charge: +1
* Kohn-Sham gap: 0.37065 Eh
* energy above the lowest of the compared OMol25 structures with the same formula, charge and spin: 0.0 kJ/mol